{
  "formula": "C2H8S3",
  "method": "ωB97M-V/def2-TZVPD",
  "charge": 0,
  "smiles": "CSC.SS",
  "e_lumo_ha": 0.0032,
  "homo_lumo_gap_ev": 8.554,
  "homo_ev": -8.47,
  "elements": ["C", "S", "C", "H", "H", "H", "H", "H", "H", "S", "S", "H", "H"],
  "xyz": [[-1.875254, 0.354123, 0.666954], [-2.552238, -0.322935, -0.860893], [-1.073059, -0.198533, -1.866727], [-1.034444, -0.179323, 1.120820], [-1.611856, 1.412039, 0.598717], [-2.718494, 0.277550, 1.353885], [-1.180097, -0.846829, -2.724743], [-0.469613, -0.722803, -1.130696], [-0.701486, 0.787726, -2.155697], [1.863469, 1.148666, 0.842267], [2.086919, -0.929502, 0.616011], [1.505109, 1.264862, -0.468462], [1.333478, -1.195139, 1.692598]],
  "forces_ev_per_a": [[-0.549, 0.167, 0.423], [-0.540, 0.681, 0.007], [0.119, -0.800, 0.698], [-0.067, -0.189, -0.422], [-0.020, -0.106, -0.211], [0.072, 0.083, 0.183], [-0.041, -0.013, -0.273], [1.276, 0.255, -0.670], [-0.276, -0.061, 0.256], [0.078, -0.431, -1.001], [0.037, 0.369, 0.483], [-0.023, 0.266, 0.641], [-0.066, -0.220, -0.112]]
}